Entry from the OMol25 dataset: 2 unconnected molecules or ions with the total composition ClH2NOS at a distorted geometry (ωB97M-V with the def2-TZVPD basis set).

Cartesian coordinates (Å):
N: 0.85 1.00 0.14
O: -2.14 -0.54 0.04
S: 2.15 0.69 -0.38
Cl: 2.95 -1.33 -0.22
H: -1.46 -0.12 0.69
H: -2.36 0.31 -0.27

## Properties
HOMO-LUMO gap: 9.10 eV
highest occupied orbital energy: -10.86 eV
lowest unoccupied orbital energy: -1.8 eV